Density functional theory data (ωB97M-V with the def2-TZVPD basis set) for a cluster of 2 separate species, C3H4N2OS in total.

The geometry in XYZ format:
```
11
Properties=species:S:1:pos:R:3:lowdin_charge:R:1
C -0.7917 1.3081 0.2465 -0.077
C -1.8987 0.4140 -0.0056 -0.059
C 0.2950 0.5073 0.0645 -0.296
N 0.0284 -0.7542 -0.1418 0.000
N -1.3117 -0.8046 -0.1582 -0.029
O 3.2208 -0.9276 0.4097 -0.553
S 2.7420 0.5474 -0.0726 0.723
H -0.9393 2.3156 0.3423 0.057
H -2.9520 0.5543 -0.2394 0.112
H -1.7104 -1.6460 -0.0965 0.094
H 3.3175 -1.5145 -0.3489 0.026
```

Values from the calculation:
frontier orbital gap = 0.3164 Ha
HOMO energy = -0.325 Eh
ΔE to the lowest compared entry with this formula, charge and spin = 412.1 kJ/mol
total energy = -19034.7775 eV
spin multiplicity = 1